A | The following is a quantum chemistry calculation of a 2-piece molecular cluster, C4H11FN3 overall, from the Open Molecules 2025 dataset.

Atoms and positions in Å:
C (0.1536, -0.8914, 0.5445)
C (-2.2776, -1.0570, -0.1708)
C (-1.2573, -0.3505, 0.6395)
C (2.3149, -0.0755, -0.1005)
N (0.9563, 0.0122, 0.2022)
N (2.9560, 1.0920, 0.1306)
N (-1.1211, 1.0395, 0.0937)
F (2.9742, -1.1450, -0.2472)
H (0.3785, -1.9245, 0.5941)
H (-2.9352, -0.2805, -0.6879)
H (-1.9992, -1.8124, -0.9765)
H (-3.1041, -1.6212, 0.4201)
H (-1.3505, -0.1530, 1.6692)
H (1.4737, 0.0366, -2.1160)
H (2.4142, 1.9449, 0.5508)
H (3.8190, 1.2465, -0.2906)
H (-1.6723, 1.1010, -0.8115)
H (-0.0317, 1.1443, -0.0339)
H (-1.6914, 1.6941, 0.5902)

Values from the calculation:
Molar mass: 120.151 g/mol
Charge: +1
LUMO energy (alpha / beta): -0.152 / -0.142 hartree
Kohn-Sham gap (alpha / beta): 6.83 / 9.02 eV

B | The following is a quantum chemistry calculation of a 2-piece molecular cluster, C4H11FN3 overall, from the Open Molecules 2025 dataset.

Atoms and positions in Å:
C (0.0936, -0.4561, -1.7295)
C (-0.7040, 1.4984, 1.4244)
C (0.7347, -0.5692, 1.4531)
C (-0.4828, -0.0065, 1.2749)
N (0.8230, 0.5353, -2.1981)
N (1.1259, -1.9017, 1.1638)
N (-1.2330, -0.5287, -1.7100)
F (-1.5342, -0.7704, 0.6691)
H (0.5119, -1.3082, -1.2188)
H (-1.0307, 1.9707, 0.4102)
H (-1.2801, 1.8158, 2.3084)
H (0.2224, 2.0548, 1.7435)
H (1.5814, -0.1217, 1.9839)
H (1.8192, 0.6331, -2.4187)
H (0.3810, -2.4072, 0.6357)
H (1.7067, -2.3970, 1.7858)
H (0.3237, 1.3040, -2.5924)
H (-1.7324, 0.2705, -2.0905)
H (-1.6479, -1.2318, -1.0654)

Values from the calculation:
Molar mass: 120.151 g/mol
Charge: +1
LUMO energy: -0.126 hartree
Kohn-Sham gap: 8.63 eV

Stability summary: most stable B, least stable A.

A | The following is a quantum chemistry calculation of a 2-piece molecular cluster, C3H5NS overall, from the Open Molecules 2025 dataset.

Atoms and positions in Å:
C (-1.2617, -0.5867, -1.6601)
C (0.1441, -0.2019, 0.2930)
C (0.0012, 0.3145, 1.6533)
N (-0.7398, -0.4524, -0.4817)
S (-2.9243, 0.4942, 0.3189)
H (-1.5158, -1.4931, -2.0959)
H (-1.2162, 0.1465, -2.3644)
H (-0.8131, 1.0047, 1.5900)
H (-0.3251, -0.5155, 2.3870)
H (0.8568, 0.8848, 1.8853)

Values from the calculation:
Molar mass: 87.147 g/mol
Charge: 0
LUMO energy (alpha / beta): -0.068 / -0.062 hartree
Kohn-Sham gap (alpha / beta): 6.73 / 6.60 eV

B | The following is a quantum chemistry calculation of C3H5NS as an isolated structure, from the Open Molecules 2025 dataset.

Atoms and positions in Å:
C (-0.6884, 0.0122, -0.9952)
C (0.3541, -0.3788, 0.0615)
C (-0.3332, 0.2776, 1.2114)
H (-0.2197, -0.7632, -1.8975)
H (-1.0564, 0.9807, -0.9556)
H (-1.4359, -0.7998, -0.6305)
H (0.4379, -1.6115, 0.2451)
H (1.7937, 1.5676, 0.9337)
N (-0.8682, 0.6054, 2.1568)
S (2.0161, 0.1099, -0.1297)

Values from the calculation:
Molar mass: 87.147 g/mol
Charge: 0
LUMO energy: -0.025 hartree
Kohn-Sham gap: 9.01 eV

Stability summary: most stable B, least stable A.

A | The following is a quantum chemistry calculation of one molecule with the formula C3H5NS, from the Open Molecules 2025 dataset.

Atoms and positions in Å:
C (-0.8682, -1.2819, -0.0764)
C (-0.9684, -0.0796, -0.1387)
N (-0.0013, 0.7903, -0.1505)
C (1.3894, 0.6611, 0.0160)
S (2.5246, -0.5831, -0.1012)
H (-0.1155, -1.8558, -0.0814)
H (-1.8366, -1.7021, 0.3472)
H (-1.8260, 0.6345, 0.1409)
H (-0.1613, 1.7051, -0.4477)
H (1.8633, 1.7116, 0.4918)

Values from the calculation:
Molar mass: 87.147 g/mol
Charge: 0
LUMO energy: 0.001 hartree
Kohn-Sham gap: 8.68 eV
Structure (SMILES): C=CNC=S

B | The following is a quantum chemistry calculation of one molecule with the formula C3H5NS, from the Open Molecules 2025 dataset.

Atoms and positions in Å:
S (0.0288, -2.4438, 0.9670)
C (-0.3944, -0.8180, 1.2006)
N (-0.4835, 0.1663, 0.2936)
C (-0.1068, 0.0828, -1.0475)
C (0.4452, 1.1733, -0.2156)
H (-0.3437, -0.6319, 2.3736)
H (0.3921, -0.9988, -1.2806)
H (-0.9269, 0.3582, -1.8543)
H (1.4883, 0.9421, -0.2016)
H (-0.0992, 2.1699, -0.2352)

Values from the calculation:
Molar mass: 87.147 g/mol
Charge: 0
LUMO energy: 0.003 hartree
Kohn-Sham gap: 8.61 eV
Structure (SMILES): S=CN1CC1

Stability summary: most stable B, least stable A.

A | The following is a quantum chemistry calculation of one molecule with the formula C3H5NS, from the Open Molecules 2025 dataset.

Atoms and positions in Å:
S (-0.2480, 2.5151, -0.4301)
C (-0.0273, 0.9129, -0.0299)
C (-0.7677, -0.0643, 0.8121)
N (0.0860, -1.1666, 0.0794)
C (0.8563, -0.1449, -0.6312)
H (-0.3560, 0.0382, 1.8432)
H (-1.8548, -0.1354, 0.7764)
H (-0.5926, -1.5733, -0.5004)
H (0.9570, -0.2908, -1.7558)
H (1.9472, -0.0910, -0.1636)

Values from the calculation:
Molar mass: 87.147 g/mol
Charge: 0
LUMO energy: -0.014 hartree
Kohn-Sham gap: 8.43 eV
Structure (SMILES): S=C1CNC1

B | The following is a quantum chemistry calculation of one molecule with the formula C3H5NS, from the Open Molecules 2025 dataset.

Atoms and positions in Å:
S (2.6912, 0.2358, -0.0098)
C (1.3529, -0.6676, -0.2014)
N (0.1229, -0.2106, -0.5451)
C (-0.5020, 0.9994, -0.0956)
C (-1.1034, -0.3446, 0.1989)
H (1.3794, -1.7662, -0.0712)
H (-0.0050, 1.5128, 0.7362)
H (-0.9417, 1.6382, -0.8549)
H (-1.0304, -0.7153, 1.2020)
H (-1.9637, -0.6819, -0.3589)

Values from the calculation:
Molar mass: 87.147 g/mol
Charge: 0
LUMO energy: 0.016 hartree
Kohn-Sham gap: 9.03 eV
Structure (SMILES): S=CN1CC1

Stability summary: most stable B, least stable A.

A | The following is a quantum chemistry calculation of one molecule with the formula Cl2OS, from the Open Molecules 2025 dataset.

Atoms and positions in Å:
O (-0.0033, 2.0566, 0.4625)
S (-0.3649, -1.3566, -0.1988)
Cl (-0.9896, 0.8436, 0.8678)
Cl (1.3578, -1.5436, -1.1316)

Values from the calculation:
Molar mass: 118.972 g/mol
Charge: 0
LUMO energy (alpha / beta): -0.116 / -0.116 hartree
Kohn-Sham gap (alpha / beta): 6.57 / 6.58 eV

B | The following is a quantum chemistry calculation of one molecule with the formula Cl2OS, from the Open Molecules 2025 dataset.

Atoms and positions in Å:
O (-0.0901, 0.5101, 2.2211)
S (0.5992, -0.1462, -0.9519)
Cl (-1.1855, 0.1734, -2.1056)
Cl (0.6764, -0.5373, 0.8364)

Values from the calculation:
Molar mass: 118.972 g/mol
Charge: 0
LUMO energy (alpha / beta): -0.084 / -0.084 hartree
Kohn-Sham gap (alpha / beta): 7.91 / 7.90 eV

Stability summary: most stable A, least stable B.